Record 1
DFT (the ωB97M-V functional and the def2-TZVPD basis) results for 2 unconnected molecules or ions with the total composition C4H9N2O in a non-equilibrium geometry.

Structure (ORCA input):
```
! RIJCOSX wB97M-V def2-TZVPD def2/J DEFGRID3
* xyz 1 1
O 0.9947 3.1036 0.5766
N -0.5742 0.5611 -1.3406
N -0.2226 -1.5068 -0.9080
C -0.5069 0.4741 0.0039
C -0.1056 -1.6351 1.6903
C -0.2877 -0.9379 0.3107
C -0.2243 -0.6705 -1.9552
H -0.3586 -2.7101 1.5958
H -0.5993 1.2537 -2.0392
H -0.3611 -2.5575 -1.0588
H -0.5156 1.2453 0.7358
H -0.8690 -1.4848 2.4860
H 0.8697 -1.3520 2.1256
H 1.8033 2.9910 0.0763
H 1.0395 4.0612 0.6569
H -0.0825 -0.8354 -2.9561
*
```

Its energy relative to the best compared isomer or geometry (same formula, charge and spin) is 1.598 eV. For the gap between HOMO and LUMO, the calculation gives 10.188 eV. Its HOMO energy is -13.65 eV.

Record 2
DFT (the ωB97M-V functional and the def2-TZVPD basis) results for a molecular structure, C25H27N3O5SSr.

Structure (ORCA input):
```
! RIJCOSX wB97M-V def2-TZVPD def2/J DEFGRID3
* xyz 0 1
Sr 1.4025 0.1269 0.8170
S 1.7683 -3.2389 0.3559
O -0.8158 -0.6597 0.3879
O -5.2404 0.5570 -0.7914
O 2.2661 -2.2420 1.3801
O 1.2809 4.0521 -1.0586
O 1.0731 -0.3321 -1.5940
N 0.0731 1.3586 2.8198
N 1.3733 2.6181 0.7627
N 3.4744 1.3277 -0.4339
C -3.9150 0.4337 -1.0526
C -2.2468 2.2965 3.9989
C 3.0354 2.4756 -0.9620
C -3.0079 -0.1198 -0.1829
C -0.1073 -5.1101 0.2884
C 1.7759 3.1307 -0.3914
C 4.7938 2.4778 -2.5813
C 2.3258 -4.8860 0.8280
C -2.1858 0.8555 -2.6383
C 0.0890 -3.6869 0.8199
C -5.7060 0.0965 0.4612
C -0.4701 2.5013 2.4002
C -1.6210 -0.1922 -0.4980
C 0.1711 3.2457 1.2563
C 4.5495 0.7505 -0.9661
C 1.2805 -5.8020 0.1898
C -3.5053 0.9379 -2.3042
C -0.5127 0.6905 3.8147
C -1.6403 2.9970 2.9758
C 0.5316 0.7280 -3.6194
C -1.2056 0.2911 -1.7886
C 3.6678 3.0738 -2.0441
C 5.2504 1.2876 -2.0321
C -1.6708 1.1077 4.4385
C 0.1593 0.1866 -2.2574
H -1.8842 1.2470 -3.6002
H 4.8635 -0.1879 -0.5206
H -3.1589 2.6671 4.4492
H -3.2908 -0.4869 0.7930
H 5.3093 2.9279 -3.4203
H 0.0804 -3.6363 1.9114
H 1.5366 -5.9784 -0.8547
H 0.3619 1.8056 -3.6555
H -4.2411 1.3782 -2.9616
H 2.3110 -4.9207 1.9193
H -2.0604 3.9225 2.6034
H 3.3405 -5.0477 0.4720
H -0.0559 0.2640 -4.4120
H -0.5821 3.3399 0.4595
H -0.7747 -5.6579 0.9515
H 6.1222 0.7791 -2.4199
H -0.5893 -2.9309 0.4276
H 0.3584 4.2794 1.5795
H -5.2261 0.6326 1.2841
H -5.5299 -0.9755 0.5813
H -2.1063 0.5229 5.2362
H -0.0312 -0.2336 4.1186
H -0.5839 -5.0843 -0.6900
H 3.2426 3.9903 -2.4273
H 1.5878 0.5295 -3.7836
H -6.7751 0.2911 0.4765
H 1.2846 -6.7721 0.6840
*
```

Its energy relative to the best compared isomer or geometry (same formula, charge and spin) is 0.325 eV. For the gap between HOMO and LUMO, the calculation gives 7.614 eV. Its HOMO energy is -7.40 eV.

Record 3
DFT (the ωB97M-V functional and the def2-TZVPD basis) results for a molecular structure, C24H19BiO5P in a non-equilibrium geometry.

Structure (ORCA input):
```
! RIJCOSX wB97M-V def2-TZVPD def2/J DEFGRID3
* xyz 3 1
Bi -2.2693 -2.0642 -1.7226
P 0.5567 0.7131 0.0635
O -1.0475 0.2528 -4.2974
O 0.8874 -3.9117 -2.1297
O -2.1200 -3.1172 1.8334
O -0.2362 0.0019 -1.0346
O -4.4213 0.6796 -0.5608
C -0.1025 -3.3105 -1.9971
C 1.7959 -0.4949 0.6715
C 3.8575 3.2153 -0.7680
C 3.8166 4.1179 0.3342
C 4.1239 -1.0707 1.1761
C -5.0660 -4.3936 -4.4491
C 2.7889 2.3285 -0.9536
C 2.8600 3.9266 1.3545
C -1.8313 0.8910 1.4407
C 1.4855 -1.8576 0.6204
C -1.4145 -0.4511 -3.4945
C -0.6532 1.5828 1.1115
C -0.5925 2.9410 1.4742
C -5.2671 -5.0290 -3.2919
C 2.4728 -2.8147 0.8784
C -1.2600 3.3698 2.6067
C 3.1151 -0.1315 0.9933
C -2.7170 1.4490 2.3607
C -2.4091 2.6683 2.9950
C -2.1543 -2.7823 0.7575
C 1.7609 2.1380 0.0041
C 2.0728 2.7669 1.2569
C 3.7727 -2.4189 1.2186
C -3.7868 -0.2020 -0.9868
H -6.0125 -4.6825 -2.5713
H 4.5141 4.9633 0.4211
H 4.7493 3.2704 -1.4614
H 2.8037 1.7039 -1.8336
H 3.3949 0.9112 1.0428
H -4.2711 -4.6949 -5.1364
H -3.6516 0.9300 2.5210
H 5.1472 -0.7162 1.3471
H -5.6390 -3.5029 -4.7200
H 4.5063 -3.1840 1.4797
H 0.4692 -2.1351 0.3421
H 2.1502 -3.8411 0.8655
H -3.0673 3.0561 3.7688
H 1.6352 2.3628 2.1758
H -4.6441 -5.8744 -2.9883
H -2.0461 -0.0592 0.9408
H 0.0470 3.6522 0.9485
H 2.7412 4.6435 2.2056
H -0.8447 4.2042 3.1872
*
```

For the gap between HOMO and LUMO (alpha / beta), the calculation gives 4.806 / 4.258 eV. Its HOMO energy (alpha / beta) is -16.63 / -16.74 eV.

Record 4
DFT (the ωB97M-V functional and the def2-TZVPD basis) results for a single C5H5NS molecule in a non-equilibrium geometry.

Structure (ORCA input):
```
! RIJCOSX wB97M-V def2-TZVPD def2/J DEFGRID3
* xyz 0 1
S 3.2180 -0.3739 0.0206
N -1.9183 -0.7110 -0.0823
C -0.6088 -0.3280 -0.0979
C 0.5581 -1.0648 -0.0725
C -0.3625 1.1063 -0.0046
C 1.5916 -0.0953 -0.1029
C 0.9483 1.2598 -0.0954
H -2.1501 -1.7079 0.2269
H 1.6712 2.1279 -0.1894
H 0.6255 -2.1671 -0.2488
H -2.5015 0.0298 0.5527
H -1.0716 1.9241 0.0935
*
```

Its energy relative to the best compared isomer or geometry (same formula, charge and spin) is 1.429 eV. For the gap between HOMO and LUMO, the calculation gives 7.225 eV. Its HOMO energy is -8.28 eV. As for the SMILES: NC1=CC(=S)C=C1.

Record 5
DFT (the ωB97M-V functional and the def2-TZVPD basis) results for 9 unconnected molecules or ions with the total composition C29H68ClFN18O11P in a non-equilibrium geometry.

Structure (ORCA input):
```
! RIJCOSX wB97M-V def2-TZVPD def2/J DEFGRID3
* xyz -1 1
Cl 1.1751 0.1298 2.6574
P 1.4390 -1.8001 0.2136
F -4.1915 -2.1135 -0.9339
O -7.6804 -0.3320 -5.1768
O 0.3646 -5.0564 3.9197
O -7.4899 -4.3397 -2.0279
O -0.0982 -2.6829 0.1098
O -8.3888 -3.6861 3.3487
O 0.0122 6.6865 4.8633
O 0.5577 -0.3107 0.1326
O 4.9661 -1.4576 -2.3161
O 4.7272 4.8558 -1.2910
O -5.1897 1.9863 -1.6561
O 5.5031 -2.9042 5.4637
N -1.6651 -5.5962 4.7884
N 5.9162 4.2388 -3.1198
N 7.3855 -1.6572 5.3130
N 2.3620 4.2768 -0.4606
N 6.6935 -1.4838 -0.7892
N -7.5356 -3.3582 1.2722
N 0.9606 7.0168 2.8264
N -9.5347 0.9763 -5.1980
N -8.2552 -5.4399 1.9125
N -8.6449 -3.0128 -3.4637
N 7.4718 -3.8216 6.1163
N -6.5717 2.0084 0.1407
N -6.4479 -2.5726 -3.0003
N 5.8002 6.4535 -2.4907
N -1.4965 -4.4024 2.8159
N -7.4683 1.8761 -4.7297
N -5.8145 3.9807 -0.7775
N 0.3237 4.9117 3.4849
C 0.4041 6.2331 3.8004
C 3.1835 -1.0055 -0.0308
C -0.7002 -2.0542 -1.0209
C 7.5024 0.7858 -0.5107
C 7.6158 -0.2401 -2.6706
C -7.5205 -3.3719 -2.7796
C -3.0415 0.0299 -1.2418
C -8.0798 -4.1275 2.2524
C 6.7013 -2.8024 5.6205
C 0.8042 2.8501 -1.8432
C 1.7436 2.9284 -0.6080
C 2.6646 -2.2619 2.8726
C 7.2857 -0.3054 -1.3329
C -0.1908 0.4505 -1.9175
C 4.2754 -2.0869 -0.1402
C 5.4323 5.1572 -2.2361
C 5.3295 -1.6378 -1.1738
C -1.9441 -0.1277 -0.1387
C -0.8479 -5.0202 3.8454
C -0.5575 -0.5045 -0.7295
C 1.4484 -1.6166 2.1601
C 8.3544 1.9930 -2.4008
C -4.3445 -0.7008 -0.9204
C -5.8170 2.6148 -0.8208
C 8.0405 1.9296 -1.0685
C -0.4255 1.9375 -1.5045
C -8.1932 0.7692 -5.0437
C 3.7569 -1.3039 3.3990
C 8.1498 0.8990 -3.2283
H 2.2566 -2.7768 3.7569
H 1.0387 7.9976 3.0180
H -0.0782 4.2922 4.1643
H -6.4674 -1.7770 -3.6163
H 8.3634 0.9131 -4.2950
H -4.8526 -0.3608 -0.0084
H 1.2286 2.7140 0.3360
H -9.4635 -3.5764 -3.3313
H 6.4972 4.4714 -3.9018
H 2.7794 4.2819 0.4661
H -6.3203 4.5174 -0.0991
H 8.7597 2.8961 -2.8564
H 7.0014 -4.6759 6.3511
H 0.4100 3.8577 -2.0542
H 0.6451 4.5340 2.6121
H 8.3741 -1.5487 5.4328
H -1.7642 -2.3312 -0.8976
H -5.5922 -2.7963 -2.5174
H -1.3562 2.3363 -1.9415
H -1.9404 0.8219 0.4153
H 3.1262 -0.4593 -0.9851
H 3.1670 -3.0358 2.2799
H -6.5967 1.0051 0.1390
H 3.4087 -0.2519 0.7403
H -0.5538 2.0310 -0.4207
H 4.4077 -0.8955 2.6076
H 2.0039 -3.1121 0.5008
H 3.3808 -0.5112 4.0550
H 7.4009 -1.1325 -3.2563
H 6.7721 -1.4761 0.2222
H -3.3128 1.0769 -1.3829
H 8.2223 2.8044 -0.4449
H 4.4335 -1.9121 4.0332
H 1.3228 2.4593 -2.7282
H 1.4960 -1.9723 -1.2261
H 7.2429 0.7781 0.5468
H -6.4777 1.7577 -4.6044
H -2.6657 -5.5760 4.7443
H -7.0926 2.5067 0.8368
H -0.9275 -3.9668 2.1020
H -0.4849 -2.4394 -2.0315
H 5.6690 3.2766 -2.9655
H -10.0983 0.1797 -5.4303
H 6.3791 6.7270 -3.2612
H -0.7465 0.2133 -2.8385
H -8.6538 -6.0434 2.6066
H -5.0369 -0.4882 -1.7483
H -8.6853 -2.2209 -4.0833
H 3.8626 -3.0169 -0.5593
H 4.7376 -2.2906 0.8387
H -8.0077 -5.8188 1.0168
H 6.8501 -0.8906 4.9464
H -2.7114 -0.3273 -2.2277
H -2.4941 -4.3591 2.7335
H 5.4621 7.1565 -1.8605
H 0.8912 0.3516 -2.0548
H 0.5588 -2.1590 2.5092
H 1.2871 6.6622 1.9450
H -2.3230 -0.8828 0.5666
H -7.3892 -2.3886 1.4788
H 3.0885 4.3478 -1.1686
H -9.9750 1.8701 -5.0927
H -7.8669 2.7879 -4.6144
H 2.4957 2.1309 -0.7424
H -5.2666 4.4594 -1.4685
H -7.2780 -3.7113 0.3655
H -1.2192 -6.0578 5.5584
H 8.4621 -3.7566 6.2521
*
```

Its energy relative to the best compared isomer or geometry (same formula, charge and spin) is 0.000 eV. For the gap between HOMO and LUMO, the calculation gives 5.614 eV. Its HOMO energy is -4.12 eV.

Record 6
DFT (the ωB97M-V functional and the def2-TZVPD basis) results for 4 unconnected molecules or ions with the total composition C3H14O3 in a non-equilibrium geometry.

Structure (ORCA input):
```
! RIJCOSX wB97M-V def2-TZVPD def2/J DEFGRID3
* xyz 0 1
O -0.4745 -2.4995 0.0488
O 2.7484 1.2279 0.7316
O 1.7472 -0.1987 -2.2727
C -0.7758 0.1100 1.6332
C -0.9911 0.9958 0.4339
C -0.9033 0.3890 -0.9887
H -1.8454 0.2387 -1.5278
H 1.5301 0.5094 -2.8889
H -0.4135 1.9180 0.5554
H 2.2409 0.4443 0.5270
H -1.9549 1.5166 0.3126
H 2.3005 1.5516 1.5191
H -0.7165 -3.1442 0.7489
H 0.3088 0.1256 1.8574
H -0.9227 -3.0551 -0.6155
H -1.1159 -0.9083 1.5948
H -0.2221 0.9163 -1.6515
H 1.2096 -0.1339 -1.4780
H -1.1196 0.6803 2.5112
H -0.6304 -0.6836 -1.0507
*
```

Its energy relative to the best compared isomer or geometry (same formula, charge and spin) is 1.611 eV. For the gap between HOMO and LUMO, the calculation gives 11.076 eV. Its HOMO energy is -10.62 eV. As for the SMILES: CCC.O.O.O.